<1>
A cluster of 2 separate species, C6H10O2 in total. Source: the OMol25 dataset; level of theory: ωB97M-V with the def2-TZVPD basis set.

Last column: Löwdin charge in e.
Geometry (Å):
O (0.77, -0.51, 2.56)  -0.18
O (-1.47, 1.06, -0.08)  -0.02
C (-0.11, -0.76, -0.95)  0.04
C (0.29, 0.41, -1.78)  -0.11
C (1.44, -1.20, 1.76)  0.10
C (-1.11, 0.26, -1.26)  -0.56
C (1.30, -0.05, 3.85)  -0.04
C (-2.31, 0.04, -2.19)  -0.03
H (-2.77, 1.09, -2.47)  0.12
H (0.91, -0.37, 4.73)  0.05
H (-3.15, -0.36, -1.62)  0.07
H (0.55, -0.94, -0.08)  0.00
H (0.51, 0.26, -2.87)  0.11
H (-2.00, -0.39, -3.17)  0.09
H (2.32, -0.28, 3.83)  0.06
H (1.08, 1.05, 3.83)  0.12
H (-2.42, 1.07, -0.21)  0.06
H (1.05, 1.14, -1.34)  0.12

frontier orbital gap (spin up / spin down): 8.5 / 7.5 eV
net charge: 0

---

<2>
An isolated molecule of C6H10O2. Source: the OMol25 dataset; level of theory: ωB97M-V with the def2-TZVPD basis set.

Last column: Löwdin charge in e.
Geometry (Å):
O (0.20, 1.39, -0.92)  0.01
O (-1.61, 1.59, 0.67)  0.13
C (-0.67, 0.87, 1.50)  -0.29
C (1.96, -0.34, -1.29)  -0.03
C (0.55, 0.20, -1.59)  -0.46
C (-1.09, -0.24, 2.36)  -0.03
C (-0.57, -0.77, -1.26)  0.06
C (-0.64, 0.91, 0.06)  -0.32
H (-1.45, -1.04, 1.56)  0.12
H (-0.01, 1.47, 2.02)  0.12
H (2.69, 0.36, -1.50)  0.05
H (-1.92, 0.17, 2.93)  0.09
H (-0.13, -0.59, 2.74)  0.09
H (0.67, 0.40, -2.61)  0.11
H (-0.46, -1.84, -0.74)  0.11
H (1.89, -0.50, -0.14)  0.12
H (-1.42, -0.81, -1.93)  0.05
H (2.01, -1.21, -1.87)  0.06

frontier orbital gap: 9.3 eV
net charge: 0

---

<3>
An isolated molecule of C6H10O2. Source: the OMol25 dataset; level of theory: ωB97M-V with the def2-TZVPD basis set.

Last column: Löwdin charge in e.
Geometry (Å):
O (0.50, 0.36, -2.15)  0.10
O (1.78, -1.22, -1.33)  0.11
C (-0.62, -0.52, 0.56)  -0.34
C (0.63, 0.28, 0.19)  -0.21
C (-1.75, 0.22, 0.55)  0.08
C (0.63, 1.86, 0.06)  -0.06
C (1.10, -0.25, -1.18)  -0.57
C (-0.52, -1.87, 1.00)  -0.08
H (0.25, -2.35, 0.40)  0.08
H (-0.19, -2.17, 2.06)  0.12
H (1.42, 0.20, 0.88)  0.13
H (-2.71, -0.23, 0.76)  0.06
H (0.77, 0.05, -3.13)  0.21
H (-1.50, -2.35, 0.85)  0.09
H (0.03, 2.42, -0.68)  0.09
H (-1.72, 1.26, 0.32)  0.05
H (0.24, 2.26, 0.97)  0.07
H (1.66, 2.05, -0.13)  0.07

frontier orbital gap: 9.8 eV
net charge: 0
SMILES: C=C(C)[C@H](C)C(=O)O

---

Most stable to least stable: <3>, <2>, <1>